[1]
Entry from OMol25: 2 unconnected molecules or ions with the total composition C5H14NO2 in a non-equilibrium geometry (ωB97M-V/def2-TZVPD).

Last column: Mulliken charge in e.
CARTESIAN COORDINATES (ANGSTROEM)
C1 3.293426 -0.802498 0.241686  -1.08
C2 -3.200009 0.312808 0.625206  -0.99
C3 -0.837896 -1.598035 0.806826  -0.24
C4 0.341916 1.748414 0.812296  -0.62
C5 2.089170 -0.665693 -0.736881  -0.57
N1 0.769369 -0.273756 -0.260622  0.27
O1 -0.004459 -1.402957 -0.186191  -0.06
O2 0.838829 0.446992 0.860737  -0.25
H1 2.933765 -1.282536 1.125425  0.35
H2 4.067652 -1.362209 -0.183981  0.41
H3 3.763713 0.202728 0.391854  0.28
H4 -2.385279 0.190256 -0.114011  0.21
H5 -3.383422 -0.662932 1.105410  0.26
H6 -4.177296 0.689625 0.128099  0.29
H7 -0.811602 -0.973240 1.676935  0.48
H8 -1.635783 -2.410966 0.637342  0.32
H9 -2.765129 0.833765 1.434416  0.30
H10 0.629052 2.258998 -0.000443  0.39
H11 0.685027 2.274685 1.734916  0.27
H12 -0.692107 1.781116 0.849031  0.24
H13 2.078088 -1.565680 -1.208837  0.46
H14 2.488980 0.107069 -1.449046  0.29

Force components x, y, z for each atom (eV/Å):
C -1.6 2.4 0.4
C -1.0 -1.3 -1.2
C 0.5 -0.9 -3.1
C -0.2 0.5 3.2
C 3.2 2.7 0.0
N 1.3 1.6 -1.5
O -3.3 -1.6 3.3
O 0.7 -1.9 1.7
H 0.3 -0.1 1.0
H 0.8 -1.2 -0.9
H -0.7 -0.9 0.5
H -0.6 0.1 -0.1
H -0.3 0.0 -0.5
H 2.0 -0.4 1.1
H 0.1 0.4 0.3
H 1.7 1.2 0.2
H -0.1 1.5 0.7
H 1.5 1.7 -3.1
H 0.1 -0.7 -0.8
H -2.2 -0.2 0.0
H -0.9 -2.4 -1.7
H -1.2 -0.6 0.3

Summary:
- E_HOMO (spin up / spin down): -14.512 / -14.511 eV
- LUMO energy (spin up / spin down): -6.0 / -6.0 eV
- Charge: +1
- DFT total energy: -10983.8709 eV
- HOMO-LUMO gap (spin up / spin down): 8.50 / 8.50 eV
- ΔE to the lowest compared entry with this formula, charge and spin: 765.5 kJ/mol

[2]
Entry from OMol25: 2 unconnected molecules or ions with the total composition C5H14NO2 in a non-equilibrium geometry (ωB97M-V/def2-TZVPD).

Last column: Mulliken charge in e.
CARTESIAN COORDINATES (ANGSTROEM)
O1 -2.644378 -0.294618 -2.140203  -0.47
C1 -1.536837 -0.608373 -1.797828  0.05
C2 -0.445013 0.541197 -1.907606  -0.22
C3 0.474469 0.094637 -0.766561  0.34
C4 1.886603 0.717694 -0.708931  -1.79
C5 -0.170107 0.404258 0.632467  -1.28
N1 -1.195186 1.812240 -1.779723  -0.16
H1 -1.290064 -1.672976 -1.651869  0.41
H2 0.062413 0.487563 -2.880147  0.51
H3 0.814981 -0.947124 -0.804085  0.32
H4 1.875149 1.800998 -0.802939  0.38
H5 2.481054 0.306112 -1.534176  0.43
H6 2.521395 0.424957 0.128035  0.46
H7 0.680879 0.666863 1.246204  0.43
H8 -0.639959 -0.404276 1.219206  0.34
H9 -0.765471 1.315848 0.640013  0.28
H10 -0.822146 2.415804 -2.507068  0.38
H11 -2.191457 1.580938 -1.990187  0.35
H12 -1.196990 2.098010 -0.800429  0.24
H13 1.206533 -3.433323 6.642115  0.33
H14 0.445137 -4.044711 5.501329  0.32
O2 0.448989 -3.261716 6.062387  -0.65

Force components x, y, z for each atom (eV/Å):
O -0.5 -0.1 0.7
C -0.4 1.0 -2.6
C 0.2 -3.6 1.0
C 1.7 1.4 2.4
C 0.5 0.1 -1.5
C 0.8 -0.5 0.1
N 0.0 -1.1 -0.4
H 0.4 0.4 0.4
H -0.3 0.1 0.2
H -1.4 -0.2 -0.5
H 0.1 0.2 0.1
H -0.2 0.4 -0.3
H -0.7 0.0 0.4
H 0.0 0.1 0.4
H -0.3 0.3 -0.8
H -0.4 -0.1 0.2
H -0.2 0.9 0.6
H 0.2 -0.2 -0.3
H 0.4 0.8 -0.2
H -0.3 0.2 0.0
H -0.2 0.0 -0.1
O 0.5 -0.3 0.1

Summary:
- E_HOMO: -13.307 eV
- LUMO energy: -3.8 eV
- Charge: +1
- DFT total energy: -10989.1349 eV
- HOMO-LUMO gap: 9.50 eV
- ΔE to the lowest compared entry with this formula, charge and spin: 257.6 kJ/mol

[3]
Entry from OMol25: a molecular structure, C5H14NO2 in a non-equilibrium geometry (ωB97M-V/def2-TZVPD).

Last column: Mulliken charge in e.
CARTESIAN COORDINATES (ANGSTROEM)
C1 0.445222 1.795041 -0.832303  -0.44
O1 -0.010139 1.333170 0.460629  -0.52
C2 0.899730 0.591406 -1.580759  -0.38
C3 2.083804 -0.096253 -1.015729  -0.90
C4 1.595312 -1.273729 -0.222930  0.39
C5 1.115220 -2.406701 -0.755341  -0.92
N1 1.037596 -0.783702 1.114339  -0.30
H1 -0.337429 2.190311 -1.344545  0.34
H2 1.202907 2.642450 -0.592180  0.30
H3 -0.020585 2.040156 1.131746  0.36
H4 1.073545 0.943656 -2.718582  0.34
H5 -0.032531 -0.140960 -1.763923  0.33
H6 2.695839 -0.520786 -1.799049  0.35
H7 2.743787 0.516000 -0.362099  0.37
H8 1.180637 -2.650927 -1.751969  0.36
H9 0.435890 -3.042357 -0.139365  0.19
H10 0.399724 -1.562294 1.519285  0.36
H11 0.457992 0.199936 0.903386  0.40
H12 1.928844 -0.632059 1.610158  0.36
H13 -6.537098 0.612803 2.016703  0.33
H14 -6.464374 0.016667 3.438653  0.33
O2 -5.893890 0.228172 2.683870  -0.66

Force components x, y, z for each atom (eV/Å):
C 2.7 0.7 1.9
O -0.8 1.0 0.8
C -1.9 0.6 -4.1
C 1.5 -1.6 0.8
C -2.4 -0.2 -0.3
C -0.8 0.9 3.7
N 0.3 -2.7 -0.6
H -2.4 1.4 -1.2
H -0.8 -1.6 -0.9
H -0.1 -0.2 -0.5
H -0.1 -0.6 2.6
H 2.0 1.6 0.8
H 0.3 0.1 -0.2
H -0.4 0.1 -0.6
H 0.7 -0.6 -2.1
H 0.8 0.4 -0.6
H 1.7 1.8 -0.4
H 0.7 -0.8 0.2
H -1.0 0.0 0.8
H 1.2 -0.7 1.2
H 0.2 0.0 -0.2
O -1.4 0.7 -1.0

Summary:
- E_HOMO: -13.447 eV
- LUMO energy: -3.0 eV
- Charge: +1
- DFT total energy: -10988.7377 eV
- HOMO-LUMO gap: 10.40 eV
- ΔE to the lowest compared entry with this formula, charge and spin: 295.9 kJ/mol